Density functional theory data (the ωB97M-V functional and the def2-TZVPD basis) for a structure of composition C33H46BO3.

Values from the calculation:
HOMO level (Ha): -0.37978
Net charge: +1
Frontier orbital gap (eV): 4.9

Positions of all 83 atoms, in Å:
C -2.6588 0.2948 -7.5512
C -2.5209 0.1709 -6.1091
C -3.4254 0.0032 -5.0889
C -2.6691 -0.1379 -3.8857
C -1.3363 0.0736 -4.2021
B 0.0641 -0.3343 -3.7635
O 0.2850 -1.2265 -2.7554
C 1.7075 -1.0021 -2.5608
C 1.8645 0.2214 -1.6752
C 2.2206 -2.2892 -1.9541
C 2.2297 -0.6484 -4.0121
C 3.4667 0.2253 -4.0316
C 2.5409 -1.9251 -4.7977
O 1.1159 0.0290 -4.5973
O -1.2680 0.2469 -5.6052
H -3.7228 0.2631 -7.7812
H -2.2501 1.2461 -7.8966
H -2.1653 -0.5144 -8.0965
H -4.4852 0.0124 -5.2348
H -3.0209 -0.3474 -2.8901
H 2.7751 0.1870 -1.0840
H 1.8290 1.1729 -2.2279
H 1.0039 0.2343 -1.0062
H 3.3080 -2.2160 -1.8328
H 1.7591 -2.4723 -0.9771
H 1.9539 -3.1217 -2.6173
H 4.1858 -0.1863 -3.3146
H 3.9042 0.2085 -5.0347
H 3.2417 1.2615 -3.7550
H 3.3680 -2.4490 -4.3005
H 1.6678 -2.5946 -4.8745
H 2.8774 -1.6778 -5.8101
C -2.4579 0.2693 7.2678
C -2.1582 -0.2943 5.9061
C -0.9835 -1.0093 5.6725
C -0.6457 -1.4926 4.4079
C 0.6797 -2.1946 4.3308
C -1.5224 -1.3028 3.3236
C -1.2100 -1.8347 1.9156
C -1.0856 -3.3700 1.8646
C 0.0066 -1.1363 1.2633
C -0.2405 0.1526 0.5689
C 0.4894 1.3268 0.9354
C -0.1521 2.6035 0.7870
C -1.6431 2.6576 0.6321
C 0.6214 3.7684 0.7566
C 2.0144 3.7469 0.9348
C 2.8725 4.9762 0.8164
C 2.6027 2.5302 1.2843
C 1.8928 1.3306 1.3102
C 2.6776 0.1128 1.6979
C -2.7232 -0.6061 3.5477
C -3.7258 -0.3729 2.4502
C -3.0212 -0.1142 4.8218
H -3.4350 0.7626 7.2752
H -2.4643 -0.5139 8.0378
H -1.7012 1.0058 7.5717
H -0.2877 -1.2010 6.4949
H 0.8605 -2.7243 3.3956
H 1.5041 -1.4831 4.4801
H 0.7378 -2.9209 5.1559
H -2.0606 -1.5789 1.2781
H -2.0300 -3.8285 2.2073
H -0.8752 -3.6920 0.8318
H -0.2828 -3.7471 2.5056
H 0.7117 -0.9804 2.0848
H 0.4639 -1.8285 0.5345
H -1.0831 0.1961 -0.1337
H -2.0153 3.5568 1.1215
H -1.9520 2.7282 -0.4191
H -2.1444 1.7904 1.0891
H 0.1083 4.7078 0.5745
H 3.8943 4.6979 0.5331
H 2.4751 5.6721 0.0631
H 2.9504 5.5152 1.7718
H 3.6755 2.4796 1.4825
H 3.7545 0.3335 1.6505
H 2.4937 -0.1837 2.7443
H 2.5164 -0.7383 1.0232
H -4.5684 0.1884 2.8700
H -3.3142 0.2138 1.6202
H -4.1103 -1.3106 2.0263
H -3.9557 0.4274 4.9580

Calculated atomic charges, method Löwdin, unit e: atom 1 (C): -0.005, atom 2 (C): -0.326, atom 3 (C): -0.013, atom 4 (C): -0.009, atom 5 (C): -0.060, atom 6 (B): -0.605, atom 7 (O): 0.158, atom 8 (C): -0.448, atom 9 (C): 0.011, atom 10 (C): 0.009, atom 11 (C): -0.476, atom 12 (C): 0.001, atom 13 (C): -0.003, atom 14 (O): 0.164, atom 15 (O): 0.057, atom 16 (H): 0.090, atom 17 (H): 0.095, atom 18 (H): 0.097, atom 19 (H): 0.106, atom 20 (H): 0.102, atom 21 (H): 0.100, atom 22 (H): 0.117, atom 23 (H): 0.052, atom 24 (H): 0.103, atom 25 (H): 0.073, atom 26 (H): 0.099, atom 27 (H): 0.100, atom 28 (H): 0.099, atom 29 (H): 0.091, atom 30 (H): 0.094, atom 31 (H): 0.109, atom 32 (H): 0.099, atom 33 (C): -0.047, atom 34 (C): -0.255, atom 35 (C): -0.008, atom 36 (C): -0.205, atom 37 (C): -0.047, atom 38 (C): -0.108, atom 39 (C): -0.283, atom 40 (C): -0.030, atom 41 (C): -0.115, atom 42 (C): 0.120, atom 43 (C): -0.122, atom 44 (C): -0.157, atom 45 (C): -0.012, atom 46 (C): 0.032, atom 47 (C): -0.203, atom 48 (C): -0.019, atom 49 (C): 0.013, atom 50 (C): -0.157, atom 51 (C): -0.033, atom 52 (C): -0.207, atom 53 (C): -0.042, atom 54 (C): -0.001, atom 55 (H): 0.078, atom 56 (H): 0.088, atom 57 (H): 0.087, atom 58 (H): 0.130, atom 59 (H): 0.053, atom 60 (H): 0.084, atom 61 (H): 0.101, atom 62 (H): 0.112, atom 63 (H): 0.102, atom 64 (H): 0.090, atom 65 (H): 0.066, atom 66 (H): 0.081, atom 67 (H): 0.130, atom 68 (H): 0.152, atom 69 (H): 0.099, atom 70 (H): 0.111, atom 71 (H): 0.061, atom 72 (H): 0.133, atom 73 (H): 0.090, atom 74 (H): 0.096, atom 75 (H): 0.105, atom 76 (H): 0.132, atom 77 (H): 0.097, atom 78 (H): 0.096, atom 79 (H): 0.080, atom 80 (H): 0.085, atom 81 (H): 0.055, atom 82 (H): 0.096, atom 83 (H): 0.116

Density functional theory data (the ωB97M-V functional and the def2-TZVPD basis) for a structure of composition C3H4N5.

Values from the calculation:
HOMO level (spin up / spin down) (Ha): -0.42471 / -0.58353
Net charge: +1
<S²>: 2.01
Multiplicity: 3
Relative energy (zero: lowest compared OMol25 entry of this formula, charge and spin) (kJ/mol): 759.23
Frontier orbital gap (spin up / spin down) (eV): 6.8 / 7.6

Positions of all 12 atoms, in Å:
C 0.9247 -0.8286 -0.1818
C 0.2277 0.1445 -1.1401
C -0.3657 -1.0137 0.5710
N 1.1665 0.3521 0.6921
N -1.0810 -0.1326 -0.4201
N 0.4631 1.2808 -0.2339
N -0.0347 0.1413 1.4482
N -0.7369 0.9350 0.3807
H 1.7838 -1.4025 -0.5151
H 0.1346 0.4390 -2.2077
H -0.7574 -1.8259 0.9888
H -1.7248 1.9106 0.6179

Calculated atomic charges, method Löwdin, unit e: atom 1 (C): -0.055, atom 2 (C): -0.089, atom 3 (C): -0.100, atom 4 (N): 0.164, atom 5 (N): 0.135, atom 6 (N): 0.091, atom 7 (N): 0.140, atom 8 (N): -0.117, atom 9 (H): 0.160, atom 10 (H): 0.179, atom 11 (H): 0.113, atom 12 (H): 0.378

Density functional theory data (the ωB97M-V functional and the def2-TZVPD basis) for an isolated molecule of C16H22N2O5S.

Values from the calculation:
HOMO level (Ha): -0.35326
Net charge: 0
Relative energy (zero: lowest compared OMol25 entry of this formula, charge and spin) (kJ/mol): 145.32
Frontier orbital gap (eV): 9.9

Positions of all 46 atoms, in Å:
O 2.5659 3.1543 0.3813
C 1.8437 2.2504 0.0061
N 2.3103 1.1378 -0.6016
C 3.7195 0.8617 -0.7275
C 4.1114 -0.3247 0.1669
C 5.5948 -0.7088 0.0151
C 5.5504 -2.2245 -0.1868
C 4.1787 -2.4032 -0.8335
O 3.3404 -1.4707 -0.1818
C 0.3554 2.3106 0.1726
C -0.1491 3.1680 1.1482
C -1.5123 3.2871 1.3589
C -2.3953 2.5490 0.5871
C -1.8903 1.7113 -0.3886
S -3.0353 0.7557 -1.3770
O -2.2934 -0.0236 -2.3298
O -4.0861 1.6010 -1.8567
N -3.7002 -0.2333 -0.1809
C -2.7810 -1.2621 0.2603
C -3.4109 -1.9931 1.4490
O -4.6654 -2.5331 1.1143
C -5.5507 -1.5303 0.6702
C -4.9851 -0.8020 -0.5487
C -0.5350 1.5810 -0.6101
H 1.7059 0.3445 -0.7491
H 4.2618 1.7605 -0.4276
H 3.9461 0.6236 -1.7720
H 3.8553 -0.0782 1.2048
H 6.1785 -0.4187 0.8849
H 6.0152 -0.2193 -0.8641
H 6.3590 -2.5950 -0.8116
H 5.5757 -2.7383 0.7742
H 3.7463 -3.3936 -0.6879
H 4.2277 -2.1877 -1.9109
H 0.5561 3.7427 1.7302
H -1.8849 3.9562 2.1192
H -3.4637 2.6177 0.7124
H -1.8477 -0.7809 0.5586
H -2.5748 -1.9712 -0.5538
H -2.7879 -2.8338 1.7577
H -3.5185 -1.2857 2.2855
H -6.4836 -2.0365 0.4190
H -5.7278 -0.8044 1.4774
H -5.6296 0.0190 -0.8604
H -4.8712 -1.5110 -1.3813
H -0.2183 0.9320 -1.4121

Calculated atomic charges, method Löwdin, unit e: atom 1 (O): 0.068, atom 2 (C): -0.447, atom 3 (N): 0.079, atom 4 (C): -0.118, atom 5 (C): -0.312, atom 6 (C): -0.125, atom 7 (C): -0.151, atom 8 (C): -0.201, atom 9 (O): -0.110, atom 10 (C): -0.107, atom 11 (C): 0.002, atom 12 (C): -0.044, atom 13 (C): -0.045, atom 14 (C): -0.272, atom 15 (S): 0.681, atom 16 (O): -0.281, atom 17 (O): -0.275, atom 18 (N): -0.237, atom 19 (C): -0.179, atom 20 (C): -0.187, atom 21 (O): -0.126, atom 22 (C): -0.185, atom 23 (C): -0.174, atom 24 (C): -0.004, atom 25 (H): 0.131, atom 26 (H): 0.131, atom 27 (H): 0.133, atom 28 (H): 0.155, atom 29 (H): 0.115, atom 30 (H): 0.114, atom 31 (H): 0.111, atom 32 (H): 0.114, atom 33 (H): 0.122, atom 34 (H): 0.123, atom 35 (H): 0.121, atom 36 (H): 0.110, atom 37 (H): 0.119, atom 38 (H): 0.123, atom 39 (H): 0.132, atom 40 (H): 0.130, atom 41 (H): 0.130, atom 42 (H): 0.130, atom 43 (H): 0.130, atom 44 (H): 0.121, atom 45 (H): 0.138, atom 46 (H): 0.117

Density functional theory data (the ωB97M-V functional and the def2-TZVPD basis) for a structure of composition C4H22O9Sr.

Values from the calculation:
HOMO level (Ha): -0.59979
Net charge: +2
Relative energy (zero: lowest compared OMol25 entry of this formula, charge and spin) (kJ/mol): 91.31
Frontier orbital gap (eV): 10.4

Positions of all 36 atoms, in Å:
Sr 0.1449 0.4319 -0.7478
O 1.3297 2.4938 -0.0194
H 1.0466 3.3930 0.1465
H 2.2695 2.5007 0.1623
O -1.4125 1.7458 1.0770
H -2.0968 1.5032 1.7008
H -1.1218 2.6114 1.3642
O 0.9865 1.4689 -2.8213
H 0.7687 2.0947 -3.5122
H 1.9139 1.2747 -2.9570
O 2.7454 -0.2128 -0.7885
H 3.3950 0.4756 -0.6456
H 3.1176 -0.9858 -0.3639
O 0.5915 -2.0752 -1.8315
H -0.0464 -2.7344 -1.5581
H 1.4176 -2.5541 -1.8987
C 0.4172 -0.9135 2.7200
C 1.6407 -0.2615 3.2627
O 1.8642 0.9603 2.6703
O 0.6457 -1.3265 1.3493
H -0.4707 -0.2831 2.7681
H 0.2115 -1.7922 3.3314
H 2.4486 -0.9804 3.1259
H 1.4709 -0.1228 4.3304
H 2.8209 1.0291 2.7113
H 1.0089 -2.2145 1.3841
C -3.0234 -0.6443 -0.8108
C -2.8100 -0.4746 -2.3262
O -1.6571 0.2872 -2.5702
O -1.9569 -1.2318 -0.1076
H -3.8877 -1.2659 -0.5767
H -3.2985 0.2797 -0.3024
H -3.6736 0.1136 -2.6365
H -2.9255 -1.4241 -2.8490
H -1.6061 0.3837 -3.5240
H -2.2688 -1.5497 0.7428

Calculated atomic charges, method Löwdin, unit e: atom 1 (Sr): 1.650, atom 2 (O): -0.126, atom 3 (H): 0.084, atom 4 (H): 0.065, atom 5 (O): -0.078, atom 6 (H): 0.071, atom 7 (H): 0.064, atom 8 (O): -0.125, atom 9 (H): 0.087, atom 10 (H): 0.066, atom 11 (O): -0.082, atom 12 (H): 0.066, atom 13 (H): 0.071, atom 14 (O): -0.072, atom 15 (H): 0.060, atom 16 (H): 0.064, atom 17 (C): -0.197, atom 18 (C): -0.274, atom 19 (O): -0.035, atom 20 (O): -0.148, atom 21 (H): 0.117, atom 22 (H): 0.138, atom 23 (H): 0.137, atom 24 (H): 0.139, atom 25 (H): 0.102, atom 26 (H): 0.101, atom 27 (C): -0.226, atom 28 (C): -0.195, atom 29 (O): -0.155, atom 30 (O): -0.132, atom 31 (H): 0.141, atom 32 (H): 0.116, atom 33 (H): 0.138, atom 34 (H): 0.142, atom 35 (H): 0.117, atom 36 (H): 0.111

Density functional theory data (the ωB97M-V functional and the def2-TZVPD basis) for a cluster of 7 separate species, C33H49NO14S in total.

Values from the calculation:
HOMO level (Ha): -0.31616
Net charge: 0
Frontier orbital gap (eV): 9.0

Positions of all 98 atoms, in Å:
S -2.1547 1.5117 0.3526
C -1.2839 -0.1367 0.1806
O -0.3501 -0.1867 -0.9095
C 0.9198 0.4584 -0.5408
C 1.1482 1.6145 -1.6144
O 2.4711 2.1856 -1.6347
C 2.9028 2.6367 -0.3357
C 1.8302 3.4760 0.4782
C 1.5724 3.2681 1.9703
C 0.5359 4.1034 2.6729
N -0.3471 5.0966 2.1946
C -0.0670 5.2556 0.8192
C 0.9322 4.5800 -0.0805
H -3.5075 1.1893 0.5388
H -2.1140 -0.8990 -0.0633
H -0.8180 -0.4886 1.1588
H 1.7245 -0.3439 -0.5346
H 0.7289 0.8905 0.5101
H 0.9945 1.1292 -2.6478
H 0.3032 2.3909 -1.5309
H 3.7898 3.3456 -0.5240
H 3.3520 1.7766 0.2857
H 2.1658 2.4875 2.5440
H 0.4327 3.9074 3.8005
H -0.7262 6.0464 0.3086
H 1.0214 4.8839 -1.1716
O -4.8858 0.2654 2.1375
C -4.4954 0.2150 3.2746
C -5.0308 1.0230 4.4257
C -3.9439 0.8519 5.4666
C -3.3776 -0.5069 5.1245
O -3.5197 -0.6274 3.7041
H -5.9800 0.5917 4.7524
H -5.1590 2.0680 4.1456
H -4.3044 0.9220 6.4941
H -3.1769 1.6196 5.3256
H -3.9324 -1.3208 5.6006
H -2.3244 -0.5915 5.3962
O -0.4818 -6.0098 2.0168
C -0.4861 -5.2399 1.0874
C -1.4323 -5.2778 -0.0815
C -0.7432 -4.3727 -1.0797
C 0.0066 -3.4145 -0.1865
O 0.3545 -4.1785 0.9785
H -2.3996 -4.8781 0.2303
H -1.5403 -6.2919 -0.4655
H -1.4252 -3.8777 -1.7628
H -0.0333 -4.9566 -1.6759
H -0.6086 -2.5696 0.1232
H 0.9131 -3.0358 -0.6620
O 7.0967 3.6655 2.5741
C 7.1586 3.6572 1.3728
C 8.3566 4.0490 0.5495
C 7.7512 4.2244 -0.8288
C 6.5908 3.2602 -0.8005
O 6.1457 3.2440 0.5628
H 9.0871 3.2365 0.5740
H 8.7985 4.9748 0.9162
H 8.4512 4.0313 -1.6429
H 7.3824 5.2430 -0.9381
H 6.8857 2.2445 -1.0827
H 5.7769 3.5843 -1.4486
O 6.2217 5.5620 -2.5732
C 5.5676 5.6383 -3.5822
C 4.0785 5.8450 -3.6512
C 3.7712 5.4674 -5.0853
C 5.0582 5.8178 -5.7961
O 6.0948 5.5889 -4.8332
H 3.8552 6.8952 -3.4490
H 3.5590 5.1977 -2.9443
H 2.8992 5.9778 -5.4969
H 3.5927 4.3897 -5.1507
H 5.0922 6.8675 -6.1019
H 5.2259 5.1894 -6.6720
O -4.3511 -6.1162 0.9212
C -4.3301 -7.0899 1.6271
C -3.7753 -7.1503 3.0240
C -3.6510 -8.6422 3.2526
C -4.7558 -9.1977 2.3832
O -4.8527 -8.2955 1.2746
H -4.4898 -6.6905 3.7110
H -2.8074 -6.6519 3.0837
H -3.7390 -8.9349 4.3001
H -2.6803 -8.9897 2.8860
H -5.7202 -9.2204 2.8997
H -4.5260 -10.2009 2.0207
O -2.7147 -2.4299 -1.0046
C -3.3715 -2.3467 -2.0116
C -4.8578 -2.1252 -2.0759
C -5.1728 -2.4988 -3.5095
C -3.8845 -2.1608 -4.2236
O -2.8478 -2.4006 -3.2638
H -5.0699 -1.0728 -1.8724
H -5.3811 -2.7672 -1.3680
H -6.0409 -1.9794 -3.9184
H -5.3622 -3.5746 -3.5752
H -3.8407 -1.1113 -4.5288
H -3.7253 -2.7903 -5.1005

Calculated atomic charges, method Löwdin, unit e: atom 1 (S): 0.680, atom 2 (C): -0.567, atom 3 (O): -0.238, atom 4 (C): -0.161, atom 5 (C): -0.179, atom 6 (O): -0.173, atom 7 (C): -0.169, atom 8 (C): -0.131, atom 9 (C): -0.015, atom 10 (C): -0.148, atom 11 (N): 0.029, atom 12 (C): -0.148, atom 13 (C): -0.020, atom 14 (H): -0.140, atom 15 (H): 0.070, atom 16 (H): 0.104, atom 17 (H): 0.138, atom 18 (H): 0.112, atom 19 (H): 0.143, atom 20 (H): 0.116, atom 21 (H): 0.118, atom 22 (H): 0.145, atom 23 (H): 0.108, atom 24 (H): 0.104, atom 25 (H): 0.105, atom 26 (H): 0.104, atom 27 (O): 0.080, atom 28 (C): -0.480, atom 29 (C): -0.078, atom 30 (C): -0.163, atom 31 (C): -0.161, atom 32 (O): 0.031, atom 33 (H): 0.134, atom 34 (H): 0.131, atom 35 (H): 0.118, atom 36 (H): 0.123, atom 37 (H): 0.128, atom 38 (H): 0.128, atom 39 (O): 0.093, atom 40 (C): -0.466, atom 41 (C): -0.079, atom 42 (C): -0.156, atom 43 (C): -0.148, atom 44 (O): 0.035, atom 45 (H): 0.113, atom 46 (H): 0.131, atom 47 (H): 0.085, atom 48 (H): 0.124, atom 49 (H): 0.091, atom 50 (H): 0.127, atom 51 (O): 0.113, atom 52 (C): -0.475, atom 53 (C): -0.077, atom 54 (C): -0.177, atom 55 (C): -0.168, atom 56 (O): 0.012, atom 57 (H): 0.132, atom 58 (H): 0.128, atom 59 (H): 0.124, atom 60 (H): 0.097, atom 61 (H): 0.133, atom 62 (H): 0.096, atom 63 (O): 0.093, atom 64 (C): -0.442, atom 65 (C): -0.071, atom 66 (C): -0.160, atom 67 (C): -0.161, atom 68 (O): 0.041, atom 69 (H): 0.138, atom 70 (H): 0.121, atom 71 (H): 0.120, atom 72 (H): 0.124, atom 73 (H): 0.129, atom 74 (H): 0.128, atom 75 (O): 0.106, atom 76 (C): -0.469, atom 77 (C): -0.076, atom 78 (C): -0.161, atom 79 (C): -0.167, atom 80 (O): 0.028, atom 81 (H): 0.135, atom 82 (H): 0.115, atom 83 (H): 0.118, atom 84 (H): 0.124, atom 85 (H): 0.126, atom 86 (H): 0.125, atom 87 (O): 0.069, atom 88 (C): -0.435, atom 89 (C): -0.062, atom 90 (C): -0.160, atom 91 (C): -0.156, atom 92 (O): 0.039, atom 93 (H): 0.139, atom 94 (H): 0.135, atom 95 (H): 0.120, atom 96 (H): 0.123, atom 97 (H): 0.130, atom 98 (H): 0.127

Density functional theory data (the ωB97M-V functional and the def2-TZVPD basis) for a cluster of 2 separate species, C5H8I2NOS in total.

Values from the calculation:
HOMO level (Ha): -0.45008
Net charge: +1
Relative energy (zero: lowest compared OMol25 entry of this formula, charge and spin) (kJ/mol): 0.00
Frontier orbital gap (eV): 7.3

Positions of all 18 atoms, in Å:
C -0.4301 0.7736 -0.1054
C 0.8068 0.1516 -0.1527
C 0.4012 -2.3382 -0.4654
C -1.2141 -2.9347 1.9913
C -0.6051 2.2049 -0.2672
N 1.0203 -1.2227 -0.1424
O -1.5700 0.1343 0.1460
S 0.0806 -3.7932 2.3640
I -1.3339 -2.2843 -1.6725
I -1.8112 -1.1643 3.0097
H 1.7827 0.6746 -0.2575
H 1.0167 -3.2112 -0.4448
H -1.9650 -3.2283 1.3081
H 0.2022 2.8021 -0.7964
H -0.7686 2.6494 0.7125
H -1.5581 2.1916 -0.8063
H -2.1768 0.8704 0.2337
H 1.9772 -1.4266 0.2544

Calculated atomic charges, method Löwdin, unit e: atom 1 (C): -0.414, atom 2 (C): -0.042, atom 3 (C): -0.535, atom 4 (C): -1.224, atom 5 (C): 0.003, atom 6 (N): -0.035, atom 7 (O): -0.127, atom 8 (S): 0.644, atom 9 (I): 1.078, atom 10 (I): 0.853, atom 11 (H): 0.153, atom 12 (H): 0.058, atom 13 (H): -0.066, atom 14 (H): 0.137, atom 15 (H): 0.114, atom 16 (H): 0.109, atom 17 (H): 0.102, atom 18 (H): 0.194